# 1
# C10H7FN2

One molecule with the formula C10H7FN2 (the ωB97M-V functional and the def2-TZVPD basis, the Open Molecules 2025 dataset).

Computed properties:
Orbital gap = 9.78 eV
SMILES string = N#C[C@@]1(c2ncccc2F)C=CC1
Net charge = 0
E = -594.5532 hartree
Energy above the lowest of the compared OMol25 structures with the same formula, charge and spin = 0.0 kJ/mol

Last column: Löwdin charge in e.
CARTESIAN COORDINATES (ANGSTROEM)
N  3.441835  0.410402  -0.412505  0.18
C  2.320572  0.576782  -0.249526  -0.20
C  0.931709  0.805839  -0.047427  -0.26
C  0.077445  -0.364214  0.248387  -0.19
N  -0.982932  -0.131662  1.012416  0.13
C  -1.808856  -1.119501  1.296878  -0.14
C  -1.635287  -2.416867  0.838865  -0.05
C  -0.536595  -2.688682  0.038755  0.02
C  0.321905  -1.644825  -0.255723  -0.20
F  1.384062  -1.873808  -1.049468  0.08
C  0.570997  2.103117  0.651325  -0.04
C  0.132368  2.806305  -0.381629  -0.09
C  0.285384  1.805276  -1.483495  0.02
H  -2.647817  -0.847459  1.922419  0.11
H  -2.338191  -3.194474  1.090630  0.10
H  -0.344390  -3.674054  -0.356112  0.12
H  0.655957  2.305429  1.702496  0.11
H  -0.243957  3.810588  -0.463548  0.10
H  -0.621830  1.353158  -1.861772  0.10
H  1.037625  1.978649  -2.240966  0.09

Cartesian forces, eV/Å:
0.496 0.007 -0.054
0.467 -0.172 0.062
-1.590 1.910 -2.409
0.087 -0.585 -0.044
0.203 0.257 -0.008
-0.290 -0.275 0.084
0.117 0.087 -0.073
0.109 0.291 -0.002
-0.193 -0.074 0.081
-0.229 0.084 0.125
-0.042 0.031 -0.213
0.112 -0.029 0.078
0.939 -1.503 2.208
-0.119 -0.116 0.053
-0.072 -0.055 0.057
0.057 -0.074 -0.052
0.009 0.121 0.223
-0.064 0.229 0.108
-0.124 -0.123 -0.094
0.127 -0.010 -0.128

# 2
# C16H15F18N8O12S6Zn

C16H15F18N8O12S6Zn as an isolated structure (the ωB97M-V functional and the def2-TZVPD basis, the Open Molecules 2025 dataset).

Computed properties:
Orbital gap = 0.81 eV
Net charge = -1
E = -7925.0928 hartree
Energy above the lowest of the compared OMol25 structures with the same formula, charge and spin = 249.8 kJ/mol

Last column: Löwdin charge in e.
CARTESIAN COORDINATES (ANGSTROEM)
Zn  -1.510490  -1.636695  6.743808  0.70
C  3.627280  0.523125  9.437848  -0.63
F  4.808240  1.093445  9.549498  0.17
F  3.723480  -0.806825  9.089198  0.10
F  2.946900  0.712325  10.533138  0.15
S  2.700330  1.361365  7.911118  0.75
O  3.267270  2.697315  7.641538  -0.30
O  2.921910  0.373715  6.837448  -0.33
N  0.961770  1.334075  8.454108  -0.24
S  0.899180  2.490215  9.528378  0.55
O  0.061120  2.170355  10.697558  -0.27
O  2.133450  3.166265  9.873818  -0.28
C  -0.174980  3.824645  8.683148  -0.62
F  -0.331210  4.873365  9.573878  0.10
F  0.391330  4.177605  7.519538  0.14
F  -1.389030  3.369335  8.509708  0.15
C  4.210750  -4.175365  -7.811223  -0.53
F  3.352310  -5.249905  -7.563362  0.08
F  3.480470  -3.086855  -8.212883  0.10
F  4.885810  -3.861965  -6.671723  0.11
S  5.570700  -4.561305  -9.118663  0.73
O  5.851080  -3.312955  -9.839162  -0.31
O  6.635580  -5.062335  -8.229173  -0.31
N  4.740180  -5.640465  -10.248583  -0.25
S  5.115950  -6.999705  -9.650582  0.56
O  5.150140  -7.217295  -8.170152  -0.28
O  4.218050  -7.884685  -10.368653  -0.28
C  6.865290  -7.485595  -10.394002  -0.69
F  7.143480  -6.916255  -11.582122  0.12
F  7.856180  -7.214015  -9.653462  0.18
F  7.044530  -8.797435  -10.562303  0.12
C  -6.004920  -0.327645  2.503667  -0.54
F  -6.447120  -0.945915  3.606798  0.12
F  -6.990710  -0.335855  1.606107  0.16
F  -5.626400  0.970715  2.871877  0.07
S  -4.410980  -1.336475  1.843837  0.71
O  -4.749410  -2.659145  2.308687  -0.30
O  -4.461160  -1.194505  0.406897  -0.29
N  -2.975850  -0.636885  2.761737  -0.23
S  -2.374010  0.340295  1.645907  0.60
O  -3.336280  1.306855  1.086697  -0.26
O  -1.209310  1.054565  2.252567  -0.28
C  -1.722100  -0.801425  0.215147  -0.57
F  -1.965640  -2.144745  0.532858  0.06
F  -2.332110  -0.454805  -0.890183  0.15
F  -0.378540  -0.674165  -0.010243  0.12
C  -0.333440  8.631845  1.042987  -0.06
C  -1.430950  9.448895  0.431227  -0.28
N  -2.198580  10.112085  -0.049703  0.12
H  -0.595290  7.586025  1.203608  0.08
H  -0.058620  9.138695  1.968017  0.07
H  0.537150  8.566995  0.390337  0.07
C  -5.701220  -10.697755  0.942797  -0.07
C  -6.280360  -11.984645  1.380957  -0.28
N  -6.802960  -12.947745  1.755857  0.11
H  -4.667580  -10.573435  1.265667  0.08
H  -6.188830  -9.915225  1.524157  0.08
H  -5.886730  -10.550905  -0.121213  0.08
C  -0.410380  3.547645  -6.015552  -0.07
C  0.449910  3.765105  -4.810863  -0.26
N  1.171280  3.964165  -3.885163  0.10
H  -1.267290  4.211975  -5.903853  0.08
H  -0.689740  2.500455  -6.131502  0.08
H  0.150090  3.892635  -6.884433  0.08
C  -8.937870  4.779225  -1.949122  -0.07
C  -8.616370  6.232375  -1.957653  -0.27
N  -8.373140  7.371065  -2.029222  0.11
H  -7.937080  4.348175  -1.922393  0.08
H  -9.520170  4.387255  -2.783022  0.08
H  -9.565070  4.585685  -1.078912  0.08
C  6.390340  4.295665  1.149557  -0.07
C  7.726880  3.965795  1.764477  -0.27
N  8.744530  3.743815  2.254257  0.11
H  6.427800  4.418805  0.067187  0.08
H  5.955060  5.214395  1.542708  0.07
H  5.736090  3.542565  1.588768  0.08

Cartesian forces, eV/Å:
0.183 0.325 -0.158
-0.534 -0.047 -2.048
0.066 -0.539 -0.099
0.051 1.873 1.118
-0.106 -0.811 0.499
1.463 -0.557 -2.295
-1.449 -2.456 0.664
-1.331 1.402 1.987
2.987 0.321 -0.915
-2.015 2.074 3.167
0.851 -0.361 -1.883
-0.714 -0.448 -0.389
0.758 0.467 1.415
0.941 -0.957 -1.560
-0.646 0.280 0.967
-0.583 -0.497 -0.780
-0.892 -0.217 0.535
1.610 2.418 -0.473
0.830 -1.672 0.658
-1.261 -0.344 -1.300
0.870 2.089 -0.552
-0.801 -1.923 1.136
-1.578 0.442 -2.049
2.219 3.630 2.810
-0.844 -4.532 1.126
0.369 0.395 -3.192
0.531 -0.674 0.185
-0.198 -0.893 -1.134
-1.224 0.334 -0.173
2.135 2.161 3.003
-1.776 -1.212 -0.577
1.063 1.376 1.151
0.397 0.394 -0.653
1.205 0.299 0.492
-1.035 -2.288 -0.998
-1.699 -1.256 0.434
0.928 0.819 0.643
0.519 0.714 1.149
-2.761 -0.806 -2.320
2.145 3.980 0.863
1.105 -1.931 0.424
-1.698 -2.196 -1.205
1.023 -1.117 -0.035
0.566 2.320 -0.542
0.049 -0.284 0.021
-1.735 -0.082 0.871
-0.486 0.464 -0.396
3.326 -2.805 1.563
-2.370 1.942 -1.344
-0.467 0.252 0.252
0.093 -0.324 0.041
-0.093 0.465 -0.121
-0.411 -0.133 0.792
-0.353 -0.552 0.353
0.691 1.046 -0.490
0.157 -0.475 -0.551
-0.412 0.055 -0.251
0.331 0.064 0.144
0.724 0.642 0.853
2.472 0.443 2.829
-2.964 -0.789 -3.673
-0.187 -0.304 -0.083
-0.034 0.185 0.112
0.000 -0.171 -0.024
0.354 0.995 0.397
-0.439 1.662 -0.896
-0.392 -2.258 0.306
-0.368 -0.744 0.270
0.334 0.564 -0.347
0.511 -0.225 0.270
0.757 -0.139 1.337
-0.584 0.888 -0.541
-0.443 -0.027 -0.221
-0.037 -0.660 0.157
0.576 0.244 0.183
-0.271 -0.315 -0.913

# 3
# C11H17NP

An isolated ion of composition C11H17NP and charge +1 (the ωB97M-V functional and the def2-TZVPD basis, the Open Molecules 2025 dataset).

Computed properties:
Orbital gap = 8.71 eV
SMILES string = C=P[N+]1=CC(C)(C)C2=C1CCCC2
Net charge = +1
E = -825.1166 hartree
Energy above the lowest of the compared OMol25 structures with the same formula, charge and spin = 14.5 kJ/mol

Last column: Löwdin charge in e.
CARTESIAN COORDINATES (ANGSTROEM)
C  0.443732  3.658201  0.584668  -0.29
P  -0.104474  2.735276  1.812799  1.04
N  -0.543915  1.385793  0.736465  -0.20
C  -1.711933  0.838082  0.594145  -0.03
C  -1.596949  -0.485439  -0.007634  -0.51
C  -2.332288  -0.646418  -1.339998  0.02
C  -2.122985  -1.262162  1.163038  0.03
C  -0.174629  -0.641764  -0.190418  -0.12
C  0.404809  0.370277  0.509665  -0.20
C  1.845106  0.680414  0.572045  -0.15
C  2.694553  -0.520684  0.054466  -0.15
C  2.023806  -1.264455  -1.140378  -0.16
C  0.571999  -1.720967  -0.865349  -0.11
H  0.937567  4.615761  0.895887  0.03
H  0.863329  3.517138  -0.413922  0.04
H  -2.623413  1.415662  0.795164  0.18
H  -2.317423  -1.774267  -1.504687  0.13
H  -1.853487  -0.094048  -2.152147  0.10
H  -3.422020  -0.342745  -1.123721  0.12
H  -1.942685  -0.730671  2.094841  0.11
H  -1.739129  -2.217903  1.278531  0.09
H  -3.179312  -1.314441  1.048997  0.10
H  2.152259  1.617067  0.155961  0.09
H  2.099044  0.638284  1.644702  0.12
H  3.653913  -0.163903  -0.259002  0.10
H  2.737911  -1.265445  0.925093  0.14
H  2.604634  -2.027107  -1.552375  0.09
H  1.980291  -0.514607  -2.046140  0.16
H  0.437579  -2.726500  -0.439168  0.15
H  0.214109  -1.758426  -1.831529  0.09

Cartesian forces, eV/Å:
2.491 2.171 0.418
-0.587 0.662 -0.615
-0.953 -1.606 2.180
-0.535 2.418 -1.311
-0.773 0.662 -1.427
-2.072 -1.465 1.235
-1.073 0.534 0.756
2.049 0.516 2.481
1.370 -0.320 -3.446
0.966 -2.010 1.393
-1.703 -1.601 0.307
-0.760 3.174 -0.354
1.273 0.274 0.889
-0.871 -0.571 0.194
-1.087 -0.679 -0.086
0.272 -0.521 0.114
-0.147 1.493 -0.350
-0.295 -0.116 0.134
1.538 -0.406 -0.951
0.138 -0.082 0.312
0.832 -1.878 -0.085
-1.029 -0.206 0.119
-0.046 0.498 -0.285
0.131 0.875 -0.132
0.691 -0.020 0.226
0.451 0.978 -1.241
1.022 -1.495 -0.157
-0.110 -1.073 1.667
0.230 0.357 0.192
-1.414 -0.562 -2.178

no.,HOMO energy (eV)
1,-9.41
2,-7.85
3,-12.96